[1]
C8H38O12 | ωB97M-V/def2-TZVPD

Calculated values
* energy above the lowest of the compared OMol25 structures with the same formula, charge and spin: 18.5 kJ/mol
* orbital gap: 0.3248 Ha
* highest occupied orbital energy: -0.3178 hartree
* max |F|: 0.053 hartree/bohr

Each line ends with the Mulliken charge.
Cartesian coordinates (Å):
C1 1.889 -1.093 2.481  -1.593
C2 0.696 -0.409 1.821  0.824
C3 1.047 -0.064 0.408  -0.070
C4 0.234 1.051 -0.197  0.603
C5 0.706 1.762 -1.222  0.502
C6 1.806 1.385 -2.181  -1.316
C7 -1.096 2.459 1.231  -1.067
C8 -1.093 1.427 0.400  -0.445
H1 2.816 -0.463 2.611  0.308
H2 1.780 -1.372 3.547  0.428
H3 2.245 -1.997 1.998  0.233
H4 0.218 0.444 2.358  -0.017
H5 -0.059 -1.197 1.873  -0.209
H6 0.943 -0.949 -0.212  -0.257
H7 2.075 0.307 0.363  -0.062
H8 0.010 2.527 -1.525  0.785
H9 2.266 0.489 -1.751  0.212
H10 2.644 2.060 -2.098  0.299
H11 1.334 1.219 -3.141  0.282
H12 -0.152 2.960 1.438  0.204
H13 -1.853 3.140 1.612  0.343
H14 -1.935 0.826 0.130  0.115
H15 0.299 -1.208 -3.179  0.295
H16 -1.117 -1.697 -3.226  0.325
O1 -0.558 -0.997 -3.598  -0.635
H17 -2.315 -1.443 1.574  0.295
H18 -2.120 -1.646 3.088  0.306
O2 -2.420 -0.992 2.451  -0.550
H19 -4.036 -1.679 -2.701  0.277
H20 -2.875 -0.810 -2.290  0.464
O3 -3.129 -1.760 -2.392  -0.709
H21 4.259 -1.713 1.225  0.300
H22 4.676 -1.021 -0.154  0.320
O4 4.559 -1.853 0.319  -0.726
H23 -2.901 -2.045 -0.780  0.343
H24 -1.820 -2.836 0.080  0.387
O5 -2.566 -2.221 0.121  -0.765
H25 3.652 -2.948 -0.623  0.354
H26 2.720 -4.023 -1.195  0.268
O6 2.708 -3.098 -0.900  -0.626
H27 -1.852 0.573 -3.334  0.291
H28 -1.621 0.961 -1.875  0.471
O7 -2.336 0.781 -2.504  -0.848
H29 0.198 5.055 -0.894  0.291
H30 1.337 4.999 0.143  0.298
O8 1.081 4.697 -0.732  -0.585
H31 -4.379 -0.205 1.134  0.260
H32 -4.856 0.993 0.240  0.236
O9 -4.100 0.578 0.647  -0.507
H33 3.594 3.052 -0.055  0.316
H34 3.359 1.823 0.809  0.396
O10 4.062 2.333 0.392  -0.668
H35 0.297 -3.767 0.415  0.249
H36 0.958 -3.022 -0.621  0.227
O11 0.099 -3.000 -0.143  -0.470
H37 -1.516 0.565 3.289  0.336
H38 -1.612 0.843 4.756  0.306
O12 -1.029 1.000 4.010  -0.624

---

[2]
C8H42O13 | ωB97M-V/def2-TZVPD

Calculated values
* orbital gap (alpha / beta): 0.3401 / 0.0838 Ha
* 2S+1: 2
* highest occupied orbital energy (alpha / beta): -0.4556 / -0.4550 hartree
* max |F|: 0.053 hartree/bohr
* expectation value of S²: 0.75
* net charge: +1

Each line ends with the Löwdin spin population.
Cartesian coordinates (Å):
O1 1.476 4.932 -0.145  0.000
H1 0.818 4.372 -0.556  0.000
H2 1.322 5.799 -0.521  0.000
O2 2.623 0.384 2.424  0.000
H3 2.030 0.087 3.114  0.000
H4 2.133 0.251 1.613  0.000
O3 0.478 3.456 2.954  0.000
H5 0.162 2.554 2.910  0.000
H6 -0.031 3.922 2.290  0.000
O4 3.729 2.609 1.461  0.002
H7 3.331 1.860 1.904  0.000
H8 4.062 2.252 0.638  0.000
O5 -0.563 4.012 -2.443  0.000
H9 0.055 3.542 -3.003  0.000
H10 -1.028 4.600 -3.039  0.000
O6 1.239 2.525 -3.928  0.000
H11 1.857 2.443 -3.201  0.000
H12 1.236 1.661 -4.339  0.000
O7 -2.795 2.716 -1.377  0.000
H13 -3.491 3.107 -1.906  0.000
H14 -2.068 3.336 -1.441  0.000
O8 -2.777 0.024 3.261  0.001
H15 -3.664 0.290 3.019  0.000
H16 -2.535 0.615 3.974  0.000
O9 -4.546 1.677 0.285  0.000
H17 -3.818 2.104 -0.166  0.000
H18 -4.670 0.853 -0.186  0.000
C1 0.851 1.387 -0.184  0.001
C2 -0.384 0.920 0.508  0.002
O10 0.039 0.036 1.487  0.008
H19 1.372 0.509 -0.565  0.000
H20 1.524 2.014 0.400  0.000
H21 0.578 1.826 -1.144  0.000
H22 -0.891 0.329 -0.255  0.001
H23 -1.040 1.737 0.810  0.000
H24 -0.790 -0.410 1.675  0.001
C3 1.966 -2.873 0.667  0.005
C4 3.215 -2.086 0.190  0.004
O11 3.160 -2.335 -1.215  0.006
H25 1.107 -2.354 0.244  0.001
H26 1.757 -2.791 1.734  0.001
H27 1.844 -3.946 0.519  0.000
H28 4.133 -2.543 0.557  0.002
H29 3.139 -1.004 0.298  0.000
H30 3.722 -1.693 -1.655  0.000
C5 -2.551 -3.843 2.661  0.116
C6 -1.862 -2.983 1.580  0.137
O12 -2.524 -1.788 1.349  0.629
H31 -2.563 -4.884 2.337  0.018
H32 -3.605 -3.571 2.714  -0.001
H33 -2.179 -3.813 3.685  0.001
H34 -1.855 -3.644 0.712  0.000
H35 -0.806 -2.825 1.801  0.060
H36 -2.461 -1.250 2.142  0.006
C7 0.081 -3.606 -2.556  0.000
C8 -0.143 -2.132 -2.971  0.000
O13 0.264 -2.010 -4.343  0.001
H37 1.122 -3.921 -2.631  0.000
H38 -0.577 -4.328 -3.040  0.000
H39 -0.127 -3.628 -1.486  0.000
H40 0.454 -1.443 -2.374  0.000
H41 -1.200 -1.897 -2.846  0.000
H42 0.668 -1.141 -4.401  0.000

---

[3]
C8H42O17 | ωB97M-V/def2-TZVPD

Calculated values
* energy above the lowest of the compared OMol25 structures with the same formula, charge and spin: 6.7 kJ/mol
* orbital gap: 0.3295 Ha
* highest occupied orbital energy: -0.3523 hartree
* max |F|: 0.040 hartree/bohr

Each line ends with the Mulliken charge.
Cartesian coordinates (Å):
O1 -6.689 -1.824 -5.768  -0.683
H1 -7.293 -2.566 -5.889  0.356
H2 -5.980 -1.981 -6.396  0.282
O2 -1.670 -4.183 -10.548  -0.613
H3 -2.293 -4.888 -10.346  0.297
H4 -1.493 -4.284 -11.488  0.301
O3 -6.582 -1.363 -14.140  -0.617
H5 -7.275 -0.819 -13.753  0.295
H6 -5.980 -0.726 -14.541  0.281
O4 -3.736 -3.550 -6.707  -0.686
H7 -3.897 -4.487 -6.844  0.303
H8 -4.376 -3.110 -7.276  0.281
O5 -1.275 -1.603 -12.703  -0.602
H9 -1.020 -2.143 -13.456  0.300
H10 -1.475 -2.236 -12.005  0.275
O6 -8.383 0.081 -8.642  -0.632
H11 -8.839 -0.276 -7.870  0.270
H12 -9.054 0.102 -9.332  0.285
O7 -3.761 -4.906 -14.031  -0.620
H13 -4.290 -4.138 -13.789  0.336
H14 -2.891 -4.549 -14.229  0.278
O8 -8.291 -2.977 -7.651  -0.802
H15 -8.478 -3.359 -8.525  0.428
H16 -7.464 -2.496 -7.770  0.334
O9 -9.207 -2.864 -12.312  -0.559
H17 -8.570 -2.403 -12.860  0.243
H18 -10.066 -2.640 -12.685  0.264
C1 -2.185 0.994 -10.166  -0.686
C2 -1.967 0.045 -8.986  -0.057
O10 -2.049 0.788 -7.754  -0.553
O11 -3.543 1.328 -10.390  -0.372
H19 -1.970 0.454 -11.094  0.244
H20 -1.491 1.836 -10.140  0.481
H21 -0.934 -0.292 -9.124  0.319
H22 -2.606 -0.838 -9.005  0.079
H23 -2.118 0.110 -7.074  0.316
H24 -3.615 2.230 -10.060  0.242
C3 -6.752 -5.774 -11.076  -0.118
C4 -7.999 -5.376 -10.237  -0.490
O12 -8.173 -3.981 -10.065  -0.406
O13 -6.835 -7.166 -11.405  -0.579
H25 -5.741 -5.577 -10.705  0.200
H26 -6.686 -5.200 -12.008  0.186
H27 -7.924 -5.863 -9.266  0.319
H28 -8.820 -5.855 -10.774  0.353
H29 -8.594 -3.723 -10.904  0.194
H30 -5.945 -7.446 -11.628  0.340
C5 -4.662 -1.755 -11.044  0.106
C6 -5.529 -1.419 -9.823  -0.350
O14 -5.906 -2.546 -9.031  0.076
O15 -5.323 -2.693 -11.883  -0.244
H31 -3.806 -2.276 -10.608  -0.216
H32 -4.377 -0.830 -11.545  0.436
H33 -6.439 -0.900 -10.137  -0.053
H34 -4.921 -0.778 -9.183  0.470
H35 -6.457 -2.987 -9.708  -0.113
H36 -5.732 -2.218 -12.622  0.171
C7 -6.120 3.800 -10.816  -0.704
C8 -6.732 2.428 -10.598  0.497
O16 -7.314 2.424 -9.283  -0.535
O17 -7.174 4.595 -11.406  -0.552
H37 -5.300 3.895 -11.533  0.337
H38 -5.778 4.263 -9.889  0.339
H39 -6.074 1.563 -10.711  -0.220
H40 -7.496 2.241 -11.360  0.252
H41 -7.631 1.516 -9.105  0.411
H42 -6.911 5.508 -11.544  0.290

---

[4]
C8H49F2N2O18 | ωB97M-V/def2-TZVPD

Calculated values
* orbital gap: 0.3569 Ha
* highest occupied orbital energy: -0.4641 hartree
* max |F|: 0.033 hartree/bohr
* net charge: +1

Each line ends with the Mulliken charge.
Cartesian coordinates (Å):
C1 3.863 -0.619 0.454  -0.934
C2 3.322 -1.220 -0.865  -0.415
C3 2.360 -2.396 -0.666  0.206
F1 2.610 -3.123 0.484  -0.387
C4 0.940 -1.880 -0.560  -0.233
N1 -0.135 -2.170 -1.258  0.069
C5 -1.227 -1.413 -0.808  -0.355
C6 -0.743 -0.668 0.208  -0.617
C7 -1.373 0.371 1.085  -0.201
C8 -1.310 1.732 0.361  0.185
F2 -2.397 1.807 -0.495  -0.318
N2 0.607 -0.965 0.351  0.530
H1 4.946 -0.704 0.483  0.414
H2 3.462 -1.086 1.347  0.109
H3 3.629 0.444 0.489  0.237
H4 4.141 -1.490 -1.526  0.436
H5 2.752 -0.436 -1.367  0.128
H6 2.418 -3.107 -1.494  0.431
H7 -0.149 -2.825 -2.027  0.228
H8 -2.243 -1.397 -1.163  0.836
H9 -0.814 0.447 2.020  -0.088
H10 -2.407 0.124 1.325  0.464
H11 -0.402 1.721 -0.244  -0.241
H12 -1.308 2.575 1.048  0.458
H13 1.213 -0.544 1.045  0.081
O1 2.916 -0.004 3.554  -0.646
H14 2.051 0.371 3.771  0.397
H15 2.763 -0.955 3.569  0.345
O2 -3.933 4.744 -0.788  -0.662
H16 -3.434 3.933 -0.642  0.328
H17 -4.740 4.451 -1.225  0.316
O3 1.674 1.695 -1.773  -0.621
H18 1.526 2.588 -1.422  0.281
H19 0.880 1.502 -2.284  0.313
O4 2.254 4.574 -1.193  -0.648
H20 3.207 4.466 -1.094  0.329
H21 1.998 5.132 -0.452  0.308
O5 0.394 1.230 4.244  -0.659
H22 0.813 1.629 5.027  0.236
H23 -0.523 1.524 4.277  0.300
O6 -3.476 -3.079 -2.567  -0.594
H24 -3.547 -3.461 -3.450  0.325
H25 -2.563 -3.240 -2.322  0.253
O7 2.590 -6.284 -0.287  -0.669
H26 2.519 -5.413 0.115  0.319
H27 1.722 -6.425 -0.683  0.320
O8 -4.241 -2.198 0.748  -0.617
H28 -4.134 -2.625 -0.110  0.328
H29 -3.812 -2.797 1.373  0.323
O9 2.563 1.611 6.083  -0.631
H30 3.179 1.093 5.548  0.314
H31 3.015 1.751 6.920  0.292
O10 -1.967 6.872 -2.135  -0.734
H32 -2.418 7.708 -2.301  0.348
H33 -2.609 6.351 -1.632  0.369
O11 0.375 -1.537 5.119  -0.584
H34 0.021 -0.648 4.980  0.332
H35 -0.272 -1.962 5.689  0.307
O12 -5.229 -4.035 2.593  -0.605
H36 -5.677 -3.202 2.408  0.315
H37 -5.831 -4.515 3.171  0.286
O13 2.105 -6.833 -3.382  -0.626
H38 2.723 -7.306 -3.949  0.315
H39 2.591 -6.692 -2.562  0.339
O14 -1.997 6.538 -5.227  -0.615
H40 -1.248 6.164 -5.700  0.306
H41 -1.668 6.709 -4.337  0.315
O15 -2.361 -2.373 3.941  -0.608
H42 -1.916 -2.080 3.141  0.257
H43 -1.979 -3.239 4.116  0.327
O16 3.212 2.660 -4.662  -0.631
H44 2.534 3.322 -4.827  0.316
H45 2.901 2.188 -3.882  0.332
O17 -1.036 9.106 0.173  -0.616
H46 -0.437 8.611 0.738  0.293
H47 -1.444 8.437 -0.389  0.344
O18 -0.855 -6.239 -4.509  -0.632
H48 -1.005 -6.544 -5.409  0.321
H49 0.070 -6.452 -4.329  0.327

---

[5]
C8H4BrClFN | ωB97M-V/def2-TZVPD

Calculated values
* energy above the lowest of the compared OMol25 structures with the same formula, charge and spin: 312.9 kJ/mol
* orbital gap (alpha / beta): 0.3049 / 0.2987 Ha
* highest occupied orbital energy (alpha / beta): -0.3374 / -0.3473 hartree
* max |F|: 0.032 hartree/bohr

Each line ends with the Mulliken charge.
Cartesian coordinates (Å):
C1 -1.427 -3.307 -2.937  0.294
C2 -0.096 0.790 -0.262  -0.319
C3 0.312 0.209 0.927  -0.617
C4 -0.189 0.012 -1.416  -0.807
C5 0.630 -1.134 1.000  -0.171
C6 0.132 -1.299 -1.286  0.728
C7 0.531 -1.924 -0.147  -0.146
C8 -0.292 -2.911 -3.611  0.351
N1 -2.372 -3.607 -2.345  -0.340
F1 0.821 -3.652 -3.578  -0.177
Cl1 -0.316 -1.718 -4.834  -0.104
Br1 0.944 -3.776 -0.064  -0.150
H1 -0.353 1.839 -0.303  0.369
H2 0.389 0.814 1.815  0.362
H3 -0.506 0.434 -2.357  0.331
H4 0.944 -1.588 1.927  0.397

---

[6]
C8H4Cl3NNdO3Sm | ωB97M-V/def2-TZVPD

Calculated values
* energy above the lowest of the compared OMol25 structures with the same formula, charge and spin: 78.1 kJ/mol
* orbital gap (alpha / beta): 0.1392 / 0.1900 Ha
* 2S+1: 9
* highest occupied orbital energy (alpha / beta): -0.7724 / -0.7725 hartree
* max |F|: 0.174 hartree/bohr
* expectation value of S²: 20.03
* net charge: +4

Each line ends with the Löwdin spin population.
Cartesian coordinates (Å):
Sm1 4.035 -0.802 -1.790  5.097
Nd1 -0.819 -1.264 -0.656  3.042
Cl1 2.640 1.262 -2.360  -0.075
Cl2 1.254 -2.434 0.352  -0.018
C1 -1.696 -2.914 0.918  -0.006
C2 3.507 -1.394 -3.968  -0.013
C3 3.764 -3.190 -2.158  -0.012
O1 -1.854 -3.742 1.707  0.001
O2 2.970 -1.755 -4.937  0.005
O3 3.495 -4.270 -2.459  0.001
Cl3 -1.542 2.130 4.304  -0.001
C4 -1.544 1.868 2.617  -0.002
C5 -2.030 2.880 1.758  0.000
C6 -1.960 2.658 0.385  0.000
C7 -1.432 1.448 -0.093  -0.004
N1 -1.038 0.486 0.796  -0.016
C8 -1.061 0.674 2.145  0.002
H1 -2.424 3.803 2.197  0.000
H2 -2.293 3.400 -0.297  0.000
H3 -1.292 1.290 -1.193  -0.001
H4 -0.680 -0.134 2.732  0.000

---

[7]
C8H5Cl2FeNO3PrS | ωB97M-V/def2-TZVPD

Calculated values
* orbital gap (alpha / beta): 0.2106 / 0.1051 Ha
* 2S+1: 8
* highest occupied orbital energy (alpha / beta): -0.8435 / -0.8492 hartree
* max |F|: 0.180 hartree/bohr
* expectation value of S²: 15.81
* net charge: +4

Each line ends with the Löwdin spin population.
Cartesian coordinates (Å):
Pr1 0.395 1.068 -1.650  2.062
Fe1 0.578 0.173 0.944  3.311
Cl1 0.188 3.591 -1.831  0.868
Cl2 2.548 0.753 0.200  0.170
C1 0.318 -1.454 0.157  0.060
C2 -0.209 1.882 -4.277  0.035
C3 2.048 0.685 -3.649  -0.001
O1 0.271 -2.597 0.381  0.038
O2 -0.513 2.585 -5.133  0.023
O3 2.782 0.555 -4.531  0.002
S1 -1.489 0.834 1.311  0.297
C4 -1.506 -0.270 2.649  0.036
N1 -1.122 0.215 3.881  0.015
C5 -1.063 -0.568 4.994  0.018
C6 -1.491 -1.878 4.902  0.027
C7 -2.015 -2.372 3.695  -0.004
C8 -2.035 -1.560 2.565  0.037
H1 -0.795 1.180 3.932  0.002
H2 -0.682 -0.098 5.899  0.001
H3 -1.419 -2.524 5.777  0.001
H4 -2.393 -3.397 3.630  0.000
H5 -2.393 -1.895 1.593  0.002

---

[8]
C8H5ClF2O2 | ωB97M-V/def2-TZVPD

Calculated values
* SMILES string: O=C1OCC2=C[C@@]1(Cl)C(F)(F)C=C2
* orbital gap (alpha / beta): 0.2979 / 0.2978 Ha
* highest occupied orbital energy (alpha / beta): -0.3340 / -0.3340 hartree
* max |F|: 0.050 hartree/bohr

Each line ends with the Mulliken charge.
Cartesian coordinates (Å):
C1 -1.107 -1.213 -0.175  -0.154
C2 0.026 -1.792 -0.571  -1.160
C3 -0.014 0.359 1.371  -0.626
C4 -1.153 -0.053 0.704  0.310
C5 0.607 1.332 -0.667  0.406
C6 -1.779 1.155 0.128  -0.603
C7 1.142 0.299 0.507  0.596
C8 1.348 -1.188 -0.240  0.965
O1 1.415 1.801 -1.401  -0.511
O2 -0.680 1.611 -0.765  -0.357
F1 2.121 -1.020 -1.332  -0.279
F2 2.059 -1.995 0.592  -0.299
Cl1 2.678 0.886 1.115  -0.160
H1 -2.065 -1.608 -0.481  0.464
H2 0.069 -2.711 -1.133  0.402
H3 -0.064 1.187 2.066  0.412
H4 -2.618 0.987 -0.546  0.345
H5 -1.985 1.964 0.828  0.250

---

Values of E_tot, in order: -1230.4176; -1307.6531; -1608.9778; -1997.5637; -3495.9183; -3186.0320; -3685.8021; -1118.1412, all in Ha.